# 1
Entry from the OMol25 dataset: a molecular structure, C28H28N5P2Pt (ωB97M-V/def2-TZVPD).

As for the total charge: +1. Its total energy is -58762.362 eV. As for the LUMO energy: -3.794 eV. The calculation puts the gap between HOMO and LUMO at 5.86 eV.

Atoms and positions in Å:
1 Pt 0.385125 0.226844 -0.204275
2 C -1.153175 -0.171356 -4.160775
3 C -0.090075 0.096144 -5.043075
4 C 1.153125 0.282844 -4.520575
5 C 1.370325 0.208344 -3.114575
6 N 0.299425 0.032744 -2.270875
7 C -0.904975 -0.174556 -2.816575
8 N 2.629425 0.260844 -2.728575
9 C 3.087025 0.135144 -1.503775
10 N 2.359225 0.042544 -0.336875
11 C 3.229725 -0.061856 0.721925
12 N 2.929625 -0.195256 1.992725
13 C 1.746425 -0.058156 2.554725
14 C 1.726025 -0.268656 3.963625
15 C 0.599325 -0.052056 4.695325
16 C -0.556575 0.361744 4.011125
17 C -0.499275 0.512744 2.651825
18 N 0.594025 0.318044 1.899625
19 C 4.573425 -0.045556 0.223225
20 C 5.810825 -0.093956 0.858025
21 C 6.942025 -0.023256 0.068925
22 C 6.854925 0.062444 -1.326375
23 C 5.632625 0.120644 -1.965275
24 C 4.483125 0.085344 -1.181375
25 H -2.146075 -0.372456 -4.525875
26 H -0.270275 0.141044 -6.105175
27 H 2.025825 0.449444 -5.132475
28 H -1.711375 -0.366756 -2.116575
29 H 2.656325 -0.575856 4.409025
30 H 0.586225 -0.187556 5.763525
31 H -1.477775 0.565944 4.527725
32 H -1.396275 0.831044 2.138725
33 H 5.868825 -0.182156 1.931525
34 H 7.917325 -0.037356 0.532525
35 H 7.765525 0.085744 -1.909875
36 H 5.555325 0.190044 -3.037475
37 C -2.295775 -2.762556 -1.064975
38 P -1.490375 -1.663256 0.178725
39 C -1.108375 -2.886856 1.484725
40 C -2.959475 -0.754956 0.802225
41 C -3.989875 -1.423956 1.450625
42 C -5.124875 -0.739656 1.853725
43 C -5.241475 0.619444 1.613025
44 C -4.210675 1.300044 0.989525
45 C -3.065675 0.624644 0.584925
46 P -1.691575 1.533744 -0.220275
47 C -1.520275 3.130044 0.660825
48 C -2.564375 2.169544 -1.710475
49 H -2.893975 -3.522856 -0.564875
50 H -1.524975 -3.247956 -1.661275
51 H -2.941175 -2.192456 -1.730575
52 H -1.954175 -3.544456 1.676925
53 H -0.813375 -2.392256 2.408225
54 H -0.269775 -3.485456 1.128325
55 H -3.914575 -2.483156 1.646525
56 H -5.919975 -1.265956 2.357725
57 H -6.129975 1.150844 1.918925
58 H -4.302175 2.363244 0.824725
59 H -2.488375 3.612944 0.795025
60 H -0.902475 3.763344 0.020625
61 H -1.028075 3.023144 1.625025
62 H -3.281975 2.923144 -1.384475
63 H -3.101175 1.383344 -2.235275
64 H -1.846275 2.625444 -2.391875

Force components x, y, z for each atom (eV/Å):
Pt -0.576 0.893 -0.183
C 0.333 0.062 -0.239
C -0.523 -0.070 0.339
C 0.095 -0.087 0.566
C -2.121 -0.249 -0.278
N 0.784 0.428 0.044
C -0.602 -0.250 -0.272
N 2.584 0.046 1.640
C -2.135 0.199 -0.979
N 0.977 -0.261 -0.044
C -1.938 -0.333 1.276
N 2.357 0.054 -2.045
C -2.088 0.343 0.626
C -0.006 0.125 -0.527
C -0.544 0.097 -0.351
C 0.391 -0.099 0.134
C -0.556 0.338 0.339
N 0.726 -0.486 -0.253
C 1.574 0.210 -1.312
C -0.803 -0.003 0.009
C 0.235 -0.012 -0.493
C 0.305 -0.001 0.474
C -0.828 0.009 0.055
C 1.780 -0.231 1.127
H -0.136 0.014 -0.009
H 0.059 -0.018 -0.133
H 0.029 0.027 0.005
H 0.212 0.013 -0.205
H 0.123 -0.015 0.031
H 0.038 -0.039 0.164
H -0.155 0.017 0.055
H 0.216 -0.147 0.127
H 0.025 0.008 0.104
H 0.057 -0.048 0.026
H -0.003 0.029 0.005
H 0.008 0.036 -0.161
C 0.090 0.053 0.147
P -0.014 -0.587 0.024
C -0.137 0.088 -0.073
C 0.206 -0.151 -0.051
C -0.170 0.167 0.015
C 0.010 -0.085 0.033
C -0.010 0.077 0.012
C -0.067 -0.043 0.023
C 0.186 0.031 -0.048
P -0.044 0.296 0.086
C -0.044 -0.154 0.009
C 0.303 -0.113 -0.044
H -0.087 -0.054 -0.025
H 0.021 -0.060 -0.032
H -0.015 0.022 -0.015
H -0.008 -0.084 0.100
H 0.036 0.053 0.036
H 0.001 -0.026 0.023
H 0.000 -0.111 -0.012
H -0.099 -0.072 0.050
H -0.067 0.039 0.037
H -0.043 0.115 -0.014
H 0.028 0.013 0.030
H 0.008 -0.023 0.062
H 0.029 -0.011 -0.022
H 0.012 -0.011 -0.004
H 0.013 -0.007 0.017
H -0.030 0.040 -0.030



# 2
Entry from the OMol25 dataset: a molecular structure, C28H29B2Cl2F4N6O2SiTl (ωB97M-V/def2-TZVPD).

As for the total charge: -2. Its total energy is -92392.470 eV. As for the LUMO energy: 3.770 eV. The calculation puts the gap between HOMO and LUMO at 6.86 eV.

Atoms and positions in Å:
1 Tl 0.166917 -0.267876 0.998121
2 N -3.214942 6.576667 -6.197177
3 C -2.847046 5.816399 -5.415790
4 C -2.388190 4.862698 -4.441617
5 C -1.293688 5.165703 -3.631643
6 C -0.851315 4.245950 -2.697149
7 C -1.505254 3.022325 -2.568384
8 C -2.596273 2.723317 -3.375311
9 C -3.041348 3.638635 -4.314038
10 C -1.014798 2.036332 -1.560847
11 C -1.650953 2.073028 -0.329748
12 C -2.738698 2.925083 0.013499
13 C -3.074990 2.655620 1.314442
14 C -2.186976 1.645629 1.751423
15 N -1.349370 1.304739 0.790461
16 C 0.055016 1.243534 -1.983712
17 C 0.672932 1.268170 -3.260218
18 C 1.733364 0.388757 -3.203918
19 C 1.723596 -0.147327 -1.896976
20 N 0.732840 0.352280 -1.177760
21 H -0.794587 6.119492 -3.740415
22 H 0.003268 4.444102 -2.059456
23 H -3.094112 1.768741 -3.261383
24 H -3.889708 3.412766 -4.946240
25 H -3.185579 3.654040 -0.643454
26 H -3.845726 3.118284 1.908597
27 H -2.126971 1.163173 2.714471
28 H 0.373368 1.882410 -4.094756
29 H 2.441558 0.158430 -3.984070
30 H 2.403456 -0.870330 -1.467946
31 C 3.470617 0.933567 2.949834
32 C 3.467473 -0.450747 2.388340
33 C 4.519479 -1.335298 2.577608
34 C 4.412913 -2.620199 2.048930
35 C 3.300109 -3.008026 1.342830
36 C 2.257697 -2.069521 1.160008
37 N 2.388478 -0.827106 1.692767
38 N 1.097120 -2.254809 0.522178
39 Si 0.532813 -3.541597 -0.488364
40 C -0.767733 -2.909019 -1.668102
41 C -0.137639 -4.955233 0.538372
42 C 1.925037 -4.189685 -1.589133
43 H 2.664224 1.027291 3.679756
44 H 3.282000 1.663888 2.164700
45 H 4.423263 1.144314 3.436201
46 H 5.387007 -1.026734 3.143633
47 H 5.215285 -3.333499 2.206758
48 H 3.198247 -4.012382 0.959419
49 H -1.681917 -2.615507 -1.154868
50 H -1.014311 -3.703091 -2.379951
51 H -0.394896 -2.051118 -2.232978
52 H -0.979097 -4.600683 1.137698
53 H 0.623975 -5.343999 1.220335
54 H -0.490610 -5.779971 -0.087095
55 H 2.317023 -3.375209 -2.204595
56 H 1.515773 -4.947661 -2.264064
57 H 2.761280 -4.638797 -1.052290
58 B -4.188238 -3.188203 1.302661
59 C -2.871685 -2.302887 1.246548
60 N -1.912698 -1.663400 1.171735
61 H -3.923409 -4.215770 1.898916
62 H -4.513770 -3.423493 0.151762
63 H -5.049056 -2.552350 1.880082
64 F 1.496831 2.322338 0.946605
65 B 1.395972 3.714168 0.661149
66 F 1.404562 3.905301 -0.741995
67 F 0.199193 4.218046 1.182155
68 F 2.501007 4.372821 1.223945
69 Cl 0.001974 -3.079247 3.702238
70 C -0.444511 -1.735439 4.781291
71 Cl -2.208294 -1.519639 4.823139
72 C 0.279850 -0.438188 4.341649
73 O 1.154208 -0.051642 5.108613
74 O -0.107071 0.085044 3.254010
75 H -0.124254 -2.007416 5.778563

Force components x, y, z for each atom (eV/Å):
Tl -0.058 -0.164 0.016
N -0.006 0.007 -0.010
C 0.006 -0.016 0.011
C -0.022 0.022 -0.023
C -0.009 -0.024 -0.003
C 0.023 -0.015 -0.027
C -0.044 -0.001 -0.032
C -0.031 0.015 -0.023
C -0.005 -0.008 0.003
C 0.004 0.109 0.052
C 0.024 -0.005 -0.011
C -0.019 0.055 0.030
C -0.023 0.002 -0.008
C 0.064 -0.032 -0.003
N 0.025 -0.041 -0.046
C 0.081 -0.021 0.017
C 0.017 0.053 0.008
C 0.006 -0.039 0.014
C 0.073 -0.020 0.005
N -0.151 -0.029 0.009
H 0.001 0.000 0.006
H -0.066 0.029 -0.010
H -0.001 0.000 0.000
H -0.002 0.003 -0.005
H -0.002 0.002 0.011
H -0.002 -0.004 0.000
H 0.007 -0.007 0.022
H -0.006 -0.003 -0.001
H -0.001 -0.010 -0.001
H -0.008 -0.004 0.007
C 0.006 -0.007 -0.014
C -0.042 0.004 0.007
C -0.001 0.009 -0.011
C 0.018 -0.013 0.011
C -0.008 -0.007 -0.009
C 0.029 -0.020 0.058
N 0.028 0.015 0.028
N -0.088 0.094 -0.069
Si 0.045 0.003 0.055
C 0.000 -0.007 -0.002
C -0.021 0.000 0.000
C 0.012 -0.002 -0.022
H -0.001 -0.015 -0.001
H -0.004 0.024 -0.013
H -0.004 0.004 -0.002
H -0.001 0.003 0.002
H -0.001 0.001 0.000
H 0.003 0.008 0.008
H 0.004 0.000 0.003
H -0.007 0.004 -0.001
H 0.014 0.009 -0.009
H -0.012 -0.007 0.008
H 0.007 0.003 0.004
H 0.010 0.002 -0.008
H 0.013 -0.012 -0.002
H 0.003 0.004 -0.008
H -0.014 -0.007 0.000
B 0.035 -0.022 0.005
C -0.068 0.027 -0.006
N 0.087 0.083 -0.003
H 0.006 0.000 0.002
H 0.004 0.003 -0.006
H 0.003 0.002 0.001
F -0.087 0.079 -0.122
B 0.054 -0.027 0.183
F 0.102 -0.061 -0.022
F 0.005 -0.004 -0.005
F -0.031 -0.019 -0.016
Cl 0.023 0.014 0.016
C -0.020 0.012 0.019
Cl -0.008 -0.007 0.002
C 0.080 -0.086 -0.126
O -0.030 0.022 0.041
O -0.008 0.036 0.015
H -0.010 0.005 0.001



# 3
Entry from the OMol25 dataset: a molecular structure, C28H29Br2N5O2W (ωB97M-V/def2-TZVPD).

As for the total charge: +2. Its total energy is -182947.309 eV. As for the LUMO energy (alpha / beta): -7.204 / -7.306 eV. The calculation puts the gap between HOMO and LUMO (alpha / beta) at 6.48 / 6.46 eV.

Atoms and positions in Å:
1 W -0.175701 0.963785 -0.010639
2 Br 3.547934 5.489536 3.192548
3 C 2.484621 4.207061 2.389956
4 C 2.638065 2.864965 2.704672
5 C 1.819970 1.951482 2.074804
6 N 0.882101 2.322205 1.188061
7 C 0.733938 3.629277 0.880829
8 C 1.515373 4.594532 1.463361
9 C -0.365695 3.922940 -0.089732
10 C -0.657749 5.188994 -0.537822
11 C -1.754942 5.360950 -1.380323
12 Br -2.192142 7.049522 -1.999811
13 C -2.513584 4.258149 -1.745033
14 C -2.119515 3.014438 -1.298726
15 N -1.062949 2.842731 -0.490524
16 H 3.379752 2.532348 3.416149
17 H 1.897092 0.890756 2.266343
18 H 1.386374 5.639237 1.224234
19 H -0.065452 6.041074 -0.240552
20 H -3.379101 4.355590 -2.384336
21 H -2.653814 2.119548 -1.586229
22 O 1.217342 1.236293 -1.400194
23 N 2.149492 0.319162 -1.604322
24 N 2.072123 -0.582091 -0.743304
25 O 1.202744 -0.483569 0.233980
26 C 2.996538 -1.704742 -0.721732
27 C 2.572110 -2.860746 -0.092501
28 C 3.433659 -3.946558 -0.085880
29 C 4.675201 -3.855557 -0.700749
30 C 5.069241 -2.678357 -1.325993
31 C 4.227345 -1.578768 -1.342505
32 H 1.595596 -2.909108 0.369084
33 H 3.132236 -4.865494 0.397959
34 H 5.342672 -4.706781 -0.690936
35 H 6.038849 -2.612252 -1.800327
36 H 4.519516 -0.654865 -1.822267
37 C -0.241545 -1.478233 -3.869858
38 C -0.707876 -1.861372 -2.492919
39 C -0.798322 -3.182992 -2.094729
40 C -1.316309 -3.536577 -0.845605
41 C -1.476175 -4.985098 -0.477567
42 C -1.689491 -2.545309 0.058438
43 C -1.595684 -1.212171 -0.314117
44 C -1.142246 -0.880826 -1.596131
45 N -1.685295 -0.091823 0.560532
46 C -2.375158 -0.105481 1.897041
47 C -1.558452 -0.872972 2.934960
48 C -3.787239 -0.672556 1.731631
49 C -2.457866 1.359094 2.319661
50 H -1.093076 -1.371892 -4.544865
51 H 0.413608 -2.240094 -4.288408
52 H 0.293372 -0.527172 -3.862908
53 H -0.496016 -3.964343 -2.782910
54 H -0.779887 -5.615783 -1.027631
55 H -2.486166 -5.319992 -0.723354
56 H -1.327617 -5.146555 0.589602
57 H -2.028446 -2.831427 1.041547
58 H -1.288564 0.123177 -1.985744
59 H -1.560052 -1.947434 2.772933
60 H -1.984957 -0.689153 3.921862
61 H -0.520390 -0.535952 2.949157
62 H -3.813975 -1.759834 1.764310
63 H -4.233538 -0.347117 0.790790
64 H -4.418981 -0.307376 2.542372
65 H -1.460718 1.801552 2.437724
66 H -2.948690 1.439663 3.288629
67 H -3.023470 1.950329 1.597993

Force components x, y, z for each atom (eV/Å):
W -0.911 -0.302 0.353
Br 0.123 0.127 0.088
C -0.128 0.092 -0.111
C -0.081 -0.244 -0.047
C 0.076 0.127 0.201
N -0.032 0.036 0.168
C -0.433 0.230 -0.280
C 0.116 0.079 0.096
C 0.500 0.035 0.386
C -0.175 0.129 -0.043
C 0.164 -0.009 0.124
Br -0.042 0.172 -0.060
C -0.055 -0.256 -0.009
C -0.094 0.220 -0.111
N 0.055 -0.005 -0.206
H -0.006 0.011 0.003
H 0.035 -0.038 0.002
H 0.032 -0.004 0.010
H -0.028 0.010 -0.011
H 0.010 0.014 0.001
H -0.018 -0.008 -0.019
O 0.054 -0.231 -0.397
N -0.128 0.188 -0.277
N 0.448 -0.526 0.171
O 0.590 -0.302 0.302
C -0.291 0.266 -0.077
C 0.004 -0.090 0.028
C -0.023 0.010 0.006
C 0.010 0.014 -0.004
C 0.023 -0.003 -0.010
C 0.048 -0.005 -0.042
H 0.010 0.001 -0.003
H 0.005 0.007 -0.003
H -0.006 0.012 -0.004
H -0.012 -0.004 0.013
H -0.012 -0.019 0.015
C 0.001 -0.012 0.038
C 0.126 0.004 -0.087
C 0.016 -0.012 -0.032
C -0.019 -0.081 0.048
C 0.007 0.036 -0.005
C 0.125 -0.106 0.006
C -0.151 0.189 0.106
C -0.183 0.028 -0.141
N 0.509 -0.204 0.109
C -0.153 0.077 -0.327
C -0.009 -0.045 0.058
C -0.058 0.040 0.072
C -0.010 0.089 -0.006
H -0.010 -0.007 0.014
H 0.000 -0.003 0.006
H -0.007 -0.011 0.008
H -0.009 0.001 0.027
H 0.003 0.015 -0.001
H 0.004 0.004 0.001
H -0.010 0.005 -0.004
H -0.004 0.001 -0.025
H -0.097 0.235 -0.062
H 0.001 0.005 -0.007
H -0.006 -0.034 -0.008
H 0.021 0.062 -0.008
H 0.041 0.006 -0.047
H 0.006 0.042 0.028
H 0.025 -0.042 0.007
H 0.045 -0.015 -0.014
H 0.004 0.014 -0.010
H -0.035 -0.014 0.006



Values for energy relative to the best compared isomer or geometry (same formula, charge and spin), eV, ordered as above
0.7993, 0.0724, 0.0000
Values for F_max, eV/Å, ordered as above
3.120, 0.192, 1.022